[1]
A cluster of 13 separate species, C26H78O26 in total at a distorted geometry, computed with the ωB97M-V functional and the def2-TZVPD basis.

```
130
Properties=species:S:1:pos:R:3
C 4.57 1.54 -1.54
C 5.08 2.96 -1.18
O 4.55 3.41 0.02
O 5.06 0.59 -0.68
H 4.81 1.12 -2.54
H 3.49 1.50 -1.57
H 4.71 3.60 -2.03
H 6.16 3.03 -1.20
H 3.64 3.09 0.02
H 4.70 0.81 0.25
C 2.52 4.64 2.85
C 2.54 3.16 2.44
O 1.97 2.89 1.17
O 1.37 5.19 3.36
H 2.96 5.22 2.04
H 3.28 4.67 3.62
H 2.22 2.50 3.21
H 3.59 2.86 2.37
H 1.36 3.55 0.87
H 0.94 5.63 2.61
C 0.57 -2.82 2.74
C 0.26 -2.94 1.28
O -1.11 -2.73 0.99
O -0.15 -3.75 3.52
H 0.43 -1.78 3.10
H 1.65 -3.04 2.88
H 0.52 -3.92 0.91
H 0.85 -2.23 0.68
H -1.21 -1.71 0.71
H 0.42 -4.24 4.09
C -3.06 -4.61 -2.31
C -2.09 -3.46 -2.43
O -0.93 -3.77 -1.68
O -3.36 -4.81 -0.94
H -2.73 -5.56 -2.88
H -3.89 -4.19 -2.82
H -2.56 -2.54 -2.04
H -1.78 -3.39 -3.52
H -1.08 -3.38 -0.82
H -2.48 -5.11 -0.61
C 4.16 -2.89 -0.61
C 3.02 -3.03 -1.67
O 2.35 -4.28 -1.36
O 3.57 -2.90 0.72
H 4.61 -1.95 -0.73
H 4.86 -3.72 -0.60
H 3.44 -3.08 -2.63
H 2.35 -2.16 -1.59
H 1.41 -4.12 -1.49
H 2.82 -3.48 0.62
C -4.57 0.31 -0.05
C -4.98 1.54 -0.94
O -3.96 1.88 -1.88
O -4.53 -0.98 -0.63
H -5.36 0.32 0.74
H -3.61 0.45 0.53
H -5.11 2.41 -0.29
H -5.92 1.28 -1.49
H -3.90 1.27 -2.64
H -4.68 -1.62 0.12
C -1.29 2.32 -3.69
C -2.37 1.78 -4.65
O -3.17 0.73 -4.02
O -1.74 3.26 -2.72
H -0.56 2.89 -4.29
H -0.76 1.47 -3.22
H -1.82 1.25 -5.42
H -2.89 2.68 -5.11
H -3.86 0.51 -4.62
H -2.51 2.86 -2.28
C 0.73 -1.31 -4.37
C -0.59 -1.44 -5.23
O -0.55 -0.59 -6.40
O 0.77 -2.34 -3.39
H 0.68 -0.27 -3.94
H 1.62 -1.47 -5.03
H -1.37 -1.12 -4.54
H -0.71 -2.51 -5.43
H -1.47 -0.61 -6.75
H 0.57 -3.18 -3.79
C -4.05 -3.87 2.36
C -3.77 -2.75 3.39
O -2.78 -1.88 2.94
O -4.69 -3.20 1.20
H -4.72 -4.69 2.71
H -3.08 -4.36 2.20
H -3.45 -3.17 4.38
H -4.69 -2.19 3.60
H -2.06 -2.38 2.40
H -4.23 -3.46 0.36
C 4.45 -0.12 2.81
C 5.97 -0.23 2.58
O 6.35 -1.18 1.59
O 3.75 0.37 1.71
H 4.36 0.65 3.58
H 4.12 -1.12 3.12
H 6.36 -0.61 3.49
H 6.33 0.79 2.44
H 6.67 -0.69 0.82
H 3.49 -0.28 1.08
C 0.57 0.17 -0.97
C -0.53 0.85 -0.19
O -0.98 -0.07 0.82
O 1.75 0.03 -0.18
H 0.78 0.73 -1.95
H 0.09 -0.81 -1.16
H -1.31 1.19 -0.88
H -0.10 1.70 0.25
H -1.28 0.43 1.60
H 1.71 0.79 0.38
C -2.39 4.09 0.32
C -1.25 5.03 0.44
O 0.03 4.54 -0.09
O -2.27 2.85 1.06
H -2.41 3.82 -0.74
H -3.33 4.69 0.56
H -1.02 5.38 1.43
H -1.50 5.87 -0.18
H -0.14 4.17 -0.98
H -2.45 3.09 1.97
C -1.52 0.71 4.27
C -0.42 1.73 4.14
O -0.86 3.07 3.71
O -2.37 0.73 3.10
H -2.16 1.03 5.16
H -1.13 -0.24 4.49
H 0.39 1.41 3.46
H 0.06 1.91 5.09
H -0.10 3.51 3.32
H -2.67 -0.20 2.83
```

## Properties
HOMO in eV: -9.5
Lowest unoccupied orbital energy in eV: 0.026
HOMO-LUMO gap in eV: 9.49

Atom charges from the Löwdin analysis, given in e for atoms 1 to 5: C -0.2675; C -0.2482; O -0.0577; O -0.0923; H 0.1331

---

[2]
A cluster of 2 separate species, C2H5OS in total at a distorted geometry, computed with the ωB97M-V functional and the def2-TZVPD basis.

```
9
Properties=species:S:1:pos:R:3
S 1.53 0.13 1.69
H 0.95 -0.67 0.77
O -0.72 0.10 -2.38
C -0.65 0.17 -1.17
C -1.64 -0.38 -0.19
H 0.19 0.75 -0.75
H -1.13 -1.20 0.30
H -1.80 0.42 0.54
H -2.58 -0.63 -0.68
```

## Properties
Total charge: -1
HOMO in eV: -2.8
Lowest unoccupied orbital energy in eV: 3.975
HOMO-LUMO gap in eV: 6.74

Atom charges from the natural (NBO) analysis, given in e for atoms 1 to 5: S -1.0323; H 0.0539; O -0.5844; C 0.4341; C -0.7317

---

[3]
A structure of composition C20H19N4PPtS3 at a distorted geometry, computed with the ωB97M-V functional and the def2-TZVPD basis.

```
48
Properties=species:S:1:pos:R:3
Pt -0.32 1.88 0.27
C 0.89 5.53 2.16
C 0.83 4.21 1.48
N -0.38 3.66 1.11
N -1.49 4.37 1.22
C -2.57 3.78 0.76
N -3.74 4.47 0.73
S -2.59 2.14 0.16
C 1.94 3.45 1.09
C 3.28 3.89 1.19
C 4.28 3.15 0.64
C 3.97 1.92 0.01
C 2.66 1.50 -0.02
N 1.66 2.21 0.50
H 0.03 5.65 2.80
H 0.88 6.34 1.42
H 1.80 5.63 2.75
H -3.78 5.38 1.16
H -4.59 3.96 0.56
H 3.48 4.83 1.68
H 5.31 3.49 0.68
H 4.74 1.32 -0.44
H 2.39 0.55 -0.47
S 1.38 -1.89 1.40
P 0.08 -1.86 -0.08
S -0.22 -0.07 -1.02
C 0.60 -2.94 -1.47
C 1.48 -3.99 -1.22
C 1.91 -4.80 -2.26
C 1.48 -4.56 -3.55
C 0.58 -3.53 -3.81
C 0.14 -2.72 -2.77
C -1.53 -2.58 0.38
C -1.54 -3.64 1.28
C -2.73 -4.30 1.55
C -3.91 -3.90 0.93
C -3.90 -2.83 0.05
C -2.71 -2.17 -0.23
H 1.82 -4.15 -0.21
H 2.60 -5.61 -2.05
H 1.84 -5.18 -4.37
H 0.23 -3.35 -4.81
H -0.56 -1.92 -2.97
H -0.62 -3.94 1.76
H -2.74 -5.13 2.25
H -4.83 -4.42 1.14
H -4.82 -2.51 -0.42
H -2.70 -1.33 -0.92
```

## Properties
HOMO (alpha / beta) in eV: -6.7 / -7.8
Lowest unoccupied orbital energy (alpha / beta) in eV: 0.318 / -2.836
HOMO-LUMO gap (alpha / beta) in eV: 6.97 / 4.93
Spin multiplicity: 3

Atom charges from the natural (NBO) analysis, given in e for atoms 1 to 5: Pt 0.6641; C -0.6710; C 0.2587; N -0.3125; N -0.2912

---

[4]
A cluster of 9 separate species, C36H62O18S4 in total at a distorted geometry, computed with the ωB97M-V functional and the def2-TZVPD basis.

```
120
Properties=species:S:1:pos:R:3
O -18.98 13.48 -1.13
S -18.08 14.31 -1.97
O -16.96 14.96 -1.32
C -17.49 13.33 -3.36
C -18.65 13.48 -4.34
C -19.25 14.95 -4.35
C -19.05 15.55 -2.92
H -17.16 12.33 -2.96
H -16.48 13.83 -3.69
H -18.48 13.20 -5.36
H -19.48 12.85 -4.01
H -20.33 14.83 -4.59
H -18.79 15.58 -5.12
H -20.00 15.73 -2.41
H -18.33 16.38 -2.81
O -16.44 11.86 2.45
S -15.32 12.32 1.64
O -14.76 13.63 1.88
C -13.97 11.14 1.53
C -13.90 10.80 0.05
C -14.49 11.91 -0.81
C -15.77 12.30 -0.09
H -14.12 10.30 2.31
H -13.14 11.77 1.85
H -12.88 10.55 -0.23
H -14.53 9.86 -0.15
H -14.60 11.60 -1.81
H -13.77 12.76 -0.84
H -16.52 11.49 -0.14
H -16.23 13.22 -0.36
O -12.01 16.51 4.67
S -13.37 16.83 5.02
O -13.92 18.01 4.40
C -14.43 15.31 4.99
C -14.25 14.72 6.38
C -14.36 15.86 7.42
C -13.33 16.89 6.92
H -14.02 14.61 4.22
H -15.44 15.62 4.75
H -15.01 13.94 6.60
H -13.24 14.30 6.46
H -14.14 15.49 8.48
H -15.40 16.25 7.39
H -12.31 16.56 7.16
H -13.49 17.90 7.26
O -11.62 13.42 0.51
S -11.60 14.27 1.66
O -11.85 13.67 2.90
C -10.17 15.27 1.81
C -10.57 16.70 1.45
C -11.88 16.67 0.59
C -12.74 15.64 1.25
H -9.47 14.80 1.08
H -9.77 15.08 2.79
H -10.71 17.29 2.39
H -9.78 17.23 0.93
H -11.55 16.32 -0.42
H -12.35 17.67 0.55
H -13.48 15.08 0.65
H -13.18 16.01 2.19
O -19.24 21.53 1.69
C -19.15 21.60 0.49
C -17.95 21.74 -0.49
C -18.58 22.52 -1.66
C -19.96 21.88 -1.66
O -20.29 21.63 -0.25
H -17.13 22.20 0.02
H -17.55 20.73 -0.78
H -18.67 23.57 -1.51
H -18.07 22.43 -2.66
H -20.74 22.53 -2.17
H -19.90 20.86 -2.15
O -17.29 16.51 5.38
C -18.03 17.42 5.70
C -18.30 18.09 7.02
C -19.10 19.37 6.63
C -19.73 18.97 5.30
O -18.74 18.01 4.74
H -18.93 17.38 7.58
H -17.54 18.20 7.76
H -19.80 19.51 7.48
H -18.38 20.25 6.56
H -20.57 18.37 5.47
H -19.79 19.72 4.54
O -17.37 19.52 -3.30
C -16.36 19.05 -2.84
C -15.68 17.71 -3.23
C -14.31 17.86 -2.67
C -14.53 18.76 -1.45
O -15.73 19.54 -1.78
H -16.21 16.89 -2.74
H -15.71 17.64 -4.31
H -13.88 16.92 -2.38
H -13.67 18.34 -3.48
H -14.72 18.13 -0.47
H -13.68 19.44 -1.37
O -17.89 17.91 -0.80
C -17.81 17.36 0.25
C -18.89 16.82 1.25
C -18.10 15.91 2.12
C -16.66 16.47 2.02
O -16.61 17.24 0.83
H -19.48 17.67 1.67
H -19.63 16.38 0.68
H -18.38 15.78 3.19
H -18.14 14.85 1.79
H -16.45 17.13 2.87
H -15.97 15.69 1.92
O -12.70 20.88 2.99
C -13.85 20.56 3.23
C -14.94 20.08 2.28
C -16.18 20.13 3.10
C -15.81 20.33 4.57
O -14.43 20.70 4.54
H -15.05 20.75 1.47
H -14.60 19.08 2.03
H -16.71 21.06 2.79
H -16.92 19.36 2.91
H -16.39 21.18 5.01
H -15.98 19.44 5.20
```

## Properties
HOMO in eV: -9.8
Lowest unoccupied orbital energy in eV: 0.306
HOMO-LUMO gap in eV: 10.08
SMILES: O=S1(=O)CCCC1.O=S1(=O)CCCC1.O=S1(=O)CCCC1.O=S1(=O)CCCC1.O=C1CCCO1.O=C1CCCO1.O=C1CCCO1.O=C1CCCO1.O=C1CCCO1

Atom charges from the Löwdin analysis, given in e for atoms 1 to 5: O -0.3352; S 0.6780; O -0.3399; C -0.2319; C -0.2229

---

Number 1: DFT total energy -2993.43247 a.u.. Number 2: DFT total energy -552.65137 a.u.. Number 3: DFT total energy -2647.84244 a.u.. Number 4: DFT total energy -4355.97093 a.u..